15
Properties=species:S:1:pos:R:3:mulliken_charge:R:1 method="wB97M-V/def2-TZVPD" homo_ev=-8.66 orbital_gap_ev=9.2 e_above_lowest_kcal_mol=207.6 smiles="[H]/N=C1/N[C@H]2C[C@@H]2N1O" e_tot_ha=-395.8176
H 2.320 -1.247 0.055 0.21
N 1.983 -0.771 0.980 -0.72
C 0.864 -0.154 0.625 0.40
N -0.066 0.603 1.431 -0.33
C -1.219 0.111 0.689 -0.17
C -2.389 0.325 -0.251 -0.52
C -0.897 0.438 -0.730 0.04
N 0.396 -0.286 -0.700 0.09
O 1.276 -0.107 -1.783 -0.46
H -0.096 0.914 2.504 0.31
H -1.394 -0.897 0.854 0.20
H -3.213 1.261 -0.287 0.24
H -2.932 -0.770 -0.200 0.22
H -0.823 1.624 -0.526 0.11
H 1.583 -1.168 -2.115 0.38

=====

15
Properties=species:S:1:pos:R:3:mulliken_charge:R:1 method="wB97M-V/def2-TZVPD" homo_ev=-8.54 orbital_gap_ev=8.7 e_above_lowest_kcal_mol=193.1 e_tot_ha=-395.8407
C 2.171 -0.209 0.350 -0.72
C 0.139 -0.820 -0.323 0.78
C -1.186 -1.435 -0.278 -0.54
C -2.100 -0.430 0.133 -0.36
H 1.700 0.354 1.277 0.30
H 2.586 0.883 -0.383 0.19
H 2.961 -0.941 0.602 0.36
H -1.311 -2.467 -0.578 0.41
H -3.119 -0.495 0.371 0.44
H -1.862 1.800 0.600 0.26
H -0.282 1.797 -1.216 0.42
N 1.281 -1.232 -0.303 -0.52
N -1.621 0.955 0.005 -0.42
N -0.094 0.684 0.292 -0.12
O 0.735 1.556 -0.550 -0.48

=====

15
Properties=species:S:1:pos:R:3:mulliken_charge:R:1 method="wB97M-V/def2-TZVPD" homo_ev=-7.47 orbital_gap_ev=8.5 e_above_lowest_kcal_mol=122.5 e_tot_ha=-395.9532
C -2.029 0.034 0.191 -0.24
C -1.992 -1.313 0.205 -0.44
C 0.026 -0.635 -0.324 -0.22
C -0.296 1.788 -0.263 -0.78
N 2.307 0.081 -0.064 -0.46
N -0.755 0.436 -0.137 0.28
N 2.986 -0.898 0.137 -0.05
O -0.731 -1.703 -0.109 -0.23
H -2.825 0.718 0.393 0.42
H -2.726 -2.066 0.402 0.40
H 0.792 1.740 -0.290 0.27
H -0.674 2.237 -1.183 0.29
H -0.632 2.381 0.588 0.33
H 3.466 -1.441 -0.620 0.21
H 3.082 -1.359 1.075 0.20

=====

15
Properties=species:S:1:pos:R:3:mulliken_charge:R:1 method="wB97M-V/def2-TZVPD" homo_ev=-9.23 orbital_gap_ev=9.0 e_above_lowest_kcal_mol=169.1 e_tot_ha=-395.8789
C 0.010 -0.211 -0.250 1.24
C 1.282 0.339 -0.177 -0.73
C 2.144 0.718 0.871 -0.70
C -0.325 -1.417 0.581 0.19
H -0.181 2.068 -1.583 0.27
H -2.279 2.029 -1.003 0.30
H 1.548 1.068 -0.936 0.23
H 3.011 1.325 0.442 0.22
H 2.227 0.262 1.784 0.39
H -1.898 -1.700 -0.845 0.36
H -2.028 -2.467 1.262 0.26
N -1.193 1.487 -1.505 -0.65
N -1.045 0.219 -0.713 -0.27
N -1.673 -1.805 0.494 -0.48
O 0.400 -1.915 1.577 -0.63

=====

15
Properties=species:S:1:pos:R:3:mulliken_charge:R:1 method="wB97M-V/def2-TZVPD" homo_ev=-9.22 orbital_gap_ev=10.1 e_above_lowest_kcal_mol=47.2 smiles="C[C@@]1(N=C=N)O[C@H]1N" e_tot_ha=-396.0732
C 1.499 -0.474 -0.924 -1.19
C 0.207 0.041 -0.332 1.11
N 0.192 1.441 -0.253 -0.43
C -0.631 2.282 0.013 0.48
N -1.243 3.208 0.479 -0.52
O -1.003 -0.584 -0.708 -0.54
C -0.587 -0.745 0.633 -0.51
N -0.170 -2.021 1.083 -0.57
H 1.358 -0.680 -1.991 0.26
H 1.832 -1.386 -0.409 0.36
H 2.266 0.296 -0.810 0.38
H -1.759 3.913 -0.005 0.27
H -1.180 -0.203 1.365 0.41
H 0.144 -2.584 0.318 0.25
H -0.927 -2.503 1.543 0.25

=====

15
Properties=species:S:1:pos:R:3:mulliken_charge:R:1 method="wB97M-V/def2-TZVPD" homo_ev=-7.02 orbital_gap_ev=7.8 e_above_lowest_kcal_mol=128.3 smiles=N[C@@]12NN1[C@@H]1C[C@@]12O e_tot_ha=-395.9439
N -1.708 0.764 0.890 -0.44
C -0.410 0.420 0.663 0.26
N 0.512 0.370 1.670 -0.37
N 0.306 -0.987 1.208 -0.63
C 0.705 -1.143 -0.166 -0.26
C 1.542 -0.135 -0.921 -0.90
C 0.070 0.075 -0.712 0.88
O -0.864 0.064 -1.779 -0.55
H -2.334 0.771 0.092 0.22
H -2.111 0.717 1.815 0.18
H 0.196 0.521 2.622 0.29
H 0.558 -2.132 -0.580 0.37
H 1.836 -0.419 -1.926 0.33
H 2.251 0.478 -0.378 0.26
H -0.549 0.636 -2.498 0.36

=====

15
Properties=species:S:1:pos:R:3:mulliken_charge:R:1 method="wB97M-V/def2-TZVPD" homo_ev=-8.63 orbital_gap_ev=9.1 e_above_lowest_kcal_mol=100.0 smiles="N=C=N.CC#N.C=O" e_tot_ha=-395.9890
N -2.056 0.079 0.697 -0.70
C -1.897 1.280 0.393 0.68
N -2.245 2.410 0.110 -0.58
H -2.667 -0.501 0.150 0.30
H -1.557 3.112 -0.110 0.31
C 2.388 -0.144 -0.088 -1.08
C 1.094 0.514 0.006 0.64
N 0.361 1.416 0.084 -0.52
H 2.365 -0.950 -0.826 0.34
H 3.134 0.580 -0.429 0.31
H 2.667 -0.576 0.869 0.29
C -0.226 -1.791 -0.232 -0.24
O -0.067 -1.834 -1.417 -0.41
H -0.825 -0.885 0.429 0.37
H -0.471 -2.711 0.363 0.29

=====

15
Properties=species:S:1:pos:R:3:mulliken_charge:R:1 method="wB97M-V/def2-TZVPD" homo_ev=-8.81 orbital_gap_ev=9.3 e_above_lowest_kcal_mol=75.5 smiles="CN(O)C1=NC=NC1" e_tot_ha=-396.0280
C -1.969 -1.009 0.146 -0.90
N -1.004 0.010 -0.178 0.15
O -1.438 1.286 0.072 -0.45
C 0.317 -0.093 -0.121 0.63
N 1.004 -1.195 -0.178 -0.70
C 2.325 -0.687 0.002 -0.23
N 2.575 0.556 0.060 -0.52
C 1.175 1.100 0.050 -0.21
H -2.502 -0.901 1.071 0.28
H -1.360 -1.900 -0.005 0.39
H -2.687 -0.848 -0.609 0.28
H -1.553 1.696 -0.799 0.35
H 3.011 -1.432 0.340 0.39
H 1.203 1.680 -0.845 0.29
H 0.903 1.736 0.992 0.27

=====

15
Properties=species:S:1:pos:R:3:mulliken_charge:R:1 method="wB97M-V/def2-TZVPD" homo_ev=-8.62 orbital_gap_ev=7.7 e_above_lowest_kcal_mol=264.3 e_tot_ha=-395.7272
C 1.119 -0.562 -0.222 -0.10
C -1.942 1.000 -0.037 -0.29
C -2.409 -0.373 0.372 -0.48
C -1.287 -1.144 -0.112 -0.06
H 4.173 1.455 -0.476 0.15
H 3.316 0.089 1.381 0.28
H 1.387 -1.550 -0.008 0.37
H -2.140 1.420 -1.149 0.18
H -2.131 2.009 0.523 0.26
H -3.380 -0.896 0.803 0.30
H -1.153 -2.222 -0.259 0.35
N 3.270 -0.124 0.087 -0.62
N 1.902 0.350 -0.009 0.04
N -0.241 -0.437 -0.726 -0.06
O -0.485 0.985 -0.168 -0.32

=====

16
Properties=species:S:1:pos:R:3:mulliken_charge:R:1 method="wB97M-V/def2-TZVPD" homo_ev=-8.97 orbital_gap_ev=9.0 e_above_lowest_kcal_mol=157.6 smiles="O=[N+]([O-])CC1=NCCN1" e_tot_ha=-471.1519
O -2.498 1.209 -0.043 -0.55
N -2.618 0.090 -0.121 0.84
O -3.315 -0.726 -0.849 -0.55
C -1.513 -0.779 0.765 -0.48
C -0.053 -0.529 0.110 0.36
N 0.941 -1.334 -0.125 -0.60
C 2.157 -0.482 -0.410 -0.37
C 1.625 1.039 -0.308 -0.51
N 0.161 0.852 0.162 -0.20
H -2.129 -1.772 0.428 0.39
H -1.467 -0.287 1.768 0.26
H 2.675 -0.714 -1.365 0.28
H 2.686 -0.862 0.538 0.26
H 2.231 1.383 0.700 0.22
H 1.771 1.508 -1.215 0.38
H -0.654 1.406 -0.035 0.27

=====

16
Properties=species:S:1:pos:R:3:mulliken_charge:R:1 method="wB97M-V/def2-TZVPD" homo_ev=-8.53 orbital_gap_ev=9.0 e_above_lowest_kcal_mol=73.3 smiles=CNn1nc(O)cc1O e_tot_ha=-471.2862
C -2.610 -0.800 0.561 -0.75
N -1.640 -0.939 -0.517 -0.70
N -0.405 -0.378 -0.147 1.09
N 0.735 -1.121 -0.154 -1.13
C 1.698 -0.226 0.087 0.56
O 2.977 -0.655 0.027 -0.51
C 1.182 1.050 0.220 -0.67
C -0.221 0.898 0.048 0.51
O -1.141 1.872 -0.192 -0.51
H -2.327 -1.601 1.265 0.23
H -3.635 -0.984 0.200 0.35
H -2.617 0.156 0.994 0.31
H -1.910 -0.578 -1.461 0.28
H 3.596 0.154 0.277 0.34
H 1.760 1.934 0.454 0.27
H -0.680 2.712 -0.185 0.32

=====

16
Properties=species:S:1:pos:R:3:mulliken_charge:R:1 method="wB97M-V/def2-TZVPD" homo_ev="-9.35 / -9.35" orbital_gap_ev="8.5 / 8.5" e_above_lowest_kcal_mol=83.1 e_tot_ha=-471.2706
C -0.668 3.771 1.049 0.10
C 0.625 -1.951 0.392 0.76
C 1.230 -3.350 0.229 -1.05
C -0.638 2.415 0.700 -0.17
N -0.643 4.896 1.281 -0.36
N -0.879 0.985 -1.258 -0.87
N -0.783 2.154 -0.627 0.24
O 0.076 -1.514 -0.716 -0.48
O 0.457 -1.432 1.448 -0.55
H 0.402 -3.868 -0.043 0.32
H 1.644 -3.749 1.172 0.28
H 1.947 -3.329 -0.554 0.33
H -0.659 1.509 1.253 0.50
H -0.472 -0.617 -0.797 0.46
H -0.845 1.016 -2.263 0.17
H -0.793 3.064 -1.266 0.33

=====

16
Properties=species:S:1:pos:R:3:mulliken_charge:R:1 method="wB97M-V/def2-TZVPD" homo_ev=-8.68 orbital_gap_ev=9.2 e_above_lowest_kcal_mol=66.5 e_tot_ha=-471.2970
C 1.423 0.248 -0.697 -0.44
C -0.131 -0.564 1.233 0.56
C 0.841 -0.985 -0.099 0.68
N -0.998 1.917 -0.447 -0.27
C -0.879 0.738 -1.095 -0.11
O -0.935 -1.598 1.558 -0.46
N 0.209 0.140 -1.525 -0.46
N 1.264 -2.198 -0.195 -0.80
O 0.074 0.376 1.969 -0.57
H -1.270 -1.409 2.456 0.34
H 0.518 -2.870 0.012 0.27
H -1.878 2.411 -0.436 0.22
H -0.229 2.264 0.111 0.21
H 2.312 0.029 -1.288 0.32
H 1.504 1.106 -0.030 0.17
H -1.825 0.393 -1.526 0.34

=====

16
Properties=species:S:1:pos:R:3:mulliken_charge:R:1 method="wB97M-V/def2-TZVPD" homo_ev=-7.45 orbital_gap_ev=7.0 e_above_lowest_kcal_mol=316.5 e_tot_ha=-470.8987
C 0.928 -0.421 -0.546 1.21
C 1.090 -0.088 0.860 -0.92
C -0.137 0.636 0.918 0.37
C -0.084 -0.017 -1.244 -0.49
H 1.898 -2.475 0.029 0.22
H 1.194 -2.322 -2.489 0.27
H 1.897 -0.067 1.731 0.23
H 0.074 1.969 2.621 0.32
H -0.664 0.668 2.778 0.35
H -2.537 1.212 0.561 0.36
H -0.937 0.272 -3.139 0.41
N 1.670 -1.456 -1.260 -0.75
N -0.676 1.488 2.031 -0.70
N -0.831 0.707 -0.324 0.14
O -2.330 0.668 -0.192 -0.43
O -0.554 -0.774 -2.334 -0.60

=====

17
Properties=species:S:1:pos:R:3:mulliken_charge:R:1 method="wB97M-V/def2-TZVPD" homo_ev=-8.51 orbital_gap_ev=8.4 e_above_lowest_kcal_mol=56.5 e_tot_ha=-869.4595
C 0.384 -0.454 -0.456 -0.21
C 3.580 0.820 0.139 0.71
C -1.263 1.403 -0.448 0.01
C -1.734 -0.564 0.758 -0.95
N -0.765 0.238 -0.006 0.07
N 2.227 0.887 0.029 -0.94
N 1.656 -0.163 -0.327 0.49
O 4.037 -0.274 -0.114 -0.66
O 4.267 1.852 0.457 -0.44
S -2.631 2.105 -0.006 -0.37
H 0.176 -1.509 -0.636 0.35
H -0.567 1.892 -1.165 0.28
H -2.609 -0.213 0.355 0.29
H -1.557 -1.634 0.933 0.36
H -1.590 -0.118 1.799 0.33
H 2.477 -0.840 -0.432 0.32
H 3.714 2.631 0.375 0.36

=====

17
Properties=species:S:1:pos:R:3:mulliken_charge:R:1 method="wB97M-V/def2-TZVPD" homo_ev=-9.47 orbital_gap_ev=9.0 e_above_lowest_kcal_mol=82.0 smiles="NCCNC(=O)ON=C=O" e_tot_ha=-546.5122
N -1.341 -0.333 1.567 -0.57
C -0.013 -0.930 1.539 -0.83
C 0.742 -0.875 0.206 -0.15
N 1.549 0.359 0.015 -0.33
C 0.856 1.528 -0.361 0.49
O 1.397 2.587 -0.405 -0.48
O -0.516 1.448 -0.677 -0.11
N -0.591 1.398 -2.120 -0.58
C -1.298 0.423 -2.422 0.83
O -1.812 -0.588 -2.652 -0.35
H -1.852 -0.541 0.722 0.24
H -1.313 0.664 1.718 0.29
H -0.148 -1.993 1.761 0.34
H 0.615 -0.534 2.336 0.37
H 0.093 -1.080 -0.650 0.13
H 1.458 -1.700 0.220 0.42
H 2.153 0.177 -0.783 0.30